No. 1
{"formula": "C2H3NOS2", "method": "wB97M-V/def2-TZVPD", "elements": ["S", "C", "O", "C", "N", "S", "H", "H", "H"], "coordinates": [[0.003, 2.179, 0.306], [-0.740, 0.358, -0.085], [0.126, -0.491, 0.630], [0.793, -1.404, -0.067], [0.745, -1.461, -1.327], [-0.593, -0.057, -1.902], [-0.205, 2.211, 1.588], [-1.714, 0.408, 0.214], [1.584, -1.744, 0.644]], "e_homo_ev": -9.255, "lumo_ev": -0.323, "smiles": "S[C@@H]1OC=NS1", "total_energy_ev": -27328.1917}


No. 2
{"formula": "C5H7NO", "method": "wB97M-V/def2-TZVPD", "elements": ["N", "C", "O", "C", "C", "C", "C", "H", "H", "H", "H", "H", "H", "H"], "coordinates": [[-1.793, -1.207, 1.630], [-0.949, -0.420, 1.126], [-1.257, 0.717, 0.382], [-0.525, 0.031, -0.675], [0.661, 0.851, -1.134], [1.413, 0.375, 0.144], [0.323, -0.713, 0.403], [-2.713, -0.785, 1.468], [-1.248, -0.544, -1.255], [0.469, 1.920, -1.245], [1.096, 0.449, -2.054], [1.507, 1.136, 0.920], [2.400, -0.052, -0.053], [0.616, -1.759, 0.344]], "e_homo_ev": -10.037, "lumo_ev": 0.966, "total_energy_ev": -8833.5855}


No. 3
{"formula": "C42H49B2N9O3PdTe", "method": "wB97M-V/def2-TZVPD", "elements": ["Pd", "C", "C", "N", "N", "C", "B", "N", "C", "C", "C", "N", "N", "C", "C", "C", "N", "N", "C", "C", "C", "N", "H", "H", "H", "H", "H", "H", "H", "H", "H", "H", "H", "H", "C", "C", "C", "C", "C", "C", "C", "C", "O", "B", "O", "C", "C", "H", "H", "H", "H", "H", "H", "H", "H", "H", "H", "H", "H", "C", "C", "O", "N", "Te", "C", "C", "C", "C", "C", "C", "C", "C", "C", "C", "C", "C", "C", "C", "C", "C", "C", "C", "H", "H", "H", "H", "H", "H", "H", "H", "H", "H", "H", "H", "H", "H", "H", "H", "H", "H", "H", "H", "H", "H", "H", "H", "H"], "coordinates": [[-0.342, -0.058, 0.288], [-4.517, 0.315, 2.740], [-3.823, -0.291, 1.686], [-2.563, 0.111, 1.638], [-2.417, 0.997, 2.660], [-3.586, 1.137, 3.327], [-1.196, 1.923, 2.649], [0.182, 1.171, 2.830], [1.109, 1.429, 3.768], [2.271, 0.756, 3.443], [1.978, 0.101, 2.251], [0.713, 0.348, 1.910], [-1.123, 2.588, 1.236], [-1.639, 3.744, 0.791], [-1.445, 3.829, -0.575], [-0.810, 2.641, -0.916], [-0.625, 1.908, 0.180], [-1.242, 2.953, 3.752], [-0.696, 4.197, 3.823], [-0.727, 4.599, 5.132], [-1.302, 3.512, 5.815], [-1.594, 2.520, 4.994], [-5.547, 0.190, 3.023], [-4.199, -0.976, 0.943], [-3.667, 1.807, 4.165], [0.882, 2.062, 4.610], [3.199, 0.750, 3.987], [2.609, -0.505, 1.625], [-2.119, 4.431, 1.466], [-1.722, 4.638, -1.226], [-0.489, 2.274, -1.877], [-0.292, 4.694, 2.958], [-0.393, 5.540, 5.533], [-1.519, 3.419, 6.867], [3.467, -0.944, 7.974], [2.033, -0.425, 7.879], [2.077, 1.110, 7.864], [1.251, -0.908, 9.110], [1.323, -0.922, 6.620], [0.011, -0.487, 6.366], [-0.719, -0.863, 5.249], [-0.071, -1.711, 4.383], [-0.521, -2.220, 3.150], [0.564, -2.879, 2.710], [1.640, -2.936, 3.511], [1.218, -2.145, 4.609], [1.948, -1.782, 5.715], [3.944, -0.523, 8.859], [4.065, -0.647, 7.109], [3.503, -2.031, 8.071], [2.535, 1.473, 8.784], [1.083, 1.553, 7.792], [2.673, 1.474, 7.024], [1.757, -0.587, 10.021], [1.181, -1.997, 9.125], [0.239, -0.502, 9.129], [-0.461, 0.190, 7.064], [-1.711, -0.481, 5.054], [2.957, -2.139, 5.855], [-1.517, -3.011, -2.226], [-1.066, -1.955, -1.275], [-1.294, -0.746, -1.475], [-0.310, -2.168, -0.169], [0.158, -3.815, 0.744], [-1.284, -5.223, 1.377], [-0.758, -6.439, 1.808], [0.712, -6.757, 1.918], [-1.688, -7.397, 2.199], [-3.056, -7.156, 2.175], [-4.038, -8.213, 2.586], [-3.506, -5.892, 1.790], [-2.639, -4.890, 1.386], [-3.152, -3.518, 1.055], [1.634, -4.733, -0.423], [1.287, -5.804, -1.250], [-0.088, -6.394, -1.417], [2.324, -6.371, -1.988], [3.628, -5.901, -1.923], [4.726, -6.539, -2.720], [3.902, -4.803, -1.105], [2.925, -4.192, -0.343], [3.252, -2.978, 0.479], [-2.169, -2.569, -2.974], [-2.043, -3.822, -1.719], [-0.639, -3.431, -2.724], [1.340, -5.878, 2.095], [1.092, -7.259, 1.027], [0.870, -7.421, 2.766], [-1.321, -8.353, 2.554], [-3.537, -9.119, 2.919], [-4.690, -8.468, 1.749], [-4.674, -7.853, 3.394], [-4.567, -5.672, 1.826], [-4.174, -3.409, 1.413], [-3.169, -3.323, -0.020], [-2.561, -2.736, 1.539], [-0.895, -5.768, -1.042], [-0.162, -7.356, -0.905], [-0.280, -6.575, -2.474], [2.090, -7.204, -2.640], [4.347, -7.329, -3.365], [5.475, -6.969, -2.053], [5.231, -5.797, -3.339], [4.910, -4.407, -1.069], [4.300, -2.714, 0.362], [3.079, -3.136, 1.546], [2.660, -2.121, 0.142]], "e_homo_ev": -13.193, "lumo_ev": -6.373, "total_energy_ev": -76017.5105, "charge": 2}


No. 4
{"formula": "CH4ClN2S", "method": "wB97M-V/def2-TZVPD", "elements": ["C", "N", "N", "S", "Cl", "H", "H", "H", "H"], "coordinates": [[-0.124, -0.107, 0.010], [-0.265, 1.196, 0.116], [-1.025, -1.042, -0.114], [1.769, -0.971, 0.048], [2.961, 0.552, -0.036], [-1.104, 1.628, 0.042], [0.520, 1.650, -0.103], [-2.062, -0.974, -0.038], [-0.670, -1.932, 0.074]], "e_homo_ev": -14.101, "lumo_ev": -4.561, "total_energy_ev": -27432.0197, "charge": 1}


No. 5
{"formula": "C13H13NO5S", "method": "wB97M-V/def2-TZVPD", "elements": ["C", "C", "O", "O", "C", "C", "C", "C", "O", "N", "S", "O", "O", "C", "C", "C", "C", "C", "C", "C", "H", "H", "H", "H", "H", "H", "H", "H", "H", "H", "H", "H", "H"], "coordinates": [[1.717, 3.956, -2.372], [1.253, 2.535, -2.191], [0.127, 2.261, -2.608], [2.125, 1.641, -1.702], [1.564, 0.410, -1.207], [2.332, -0.682, -1.823], [2.854, -1.504, -0.869], [2.475, -0.969, 0.410], [2.557, -1.557, 1.456], [1.888, 0.258, 0.184], [0.983, 0.928, 1.446], [1.600, 0.863, 2.775], [0.583, 2.317, 1.097], [-0.535, -0.097, 1.393], [-1.623, 0.252, 0.609], [-2.740, -0.550, 0.551], [-2.836, -1.721, 1.298], [-4.005, -2.636, 1.157], [-1.739, -2.080, 2.098], [-0.600, -1.269, 2.141], [2.577, 4.161, -1.747], [0.935, 4.667, -2.064], [1.987, 4.095, -3.415], [0.484, 0.328, -1.445], [2.372, -0.940, -2.858], [3.387, -2.407, -1.086], [-1.692, 1.141, 0.020], [-3.557, -0.266, -0.081], [-3.855, -3.295, 0.293], [-4.956, -2.083, 1.047], [-4.115, -3.252, 2.039], [-1.777, -2.977, 2.679], [0.228, -1.527, 2.774]], "e_homo_ev": -9.762, "lumo_ev": -0.127, "smiles": "CC(=O)O[C@H]1C=CC(=O)N1S(=O)(=O)c1ccc(C)cc1", "total_energy_ev": -36253.5353}


No. 6
{"formula": "C35H36Cl3N9O3RhS", "method": "wB97M-V/def2-TZVPD", "elements": ["Rh", "Cl", "C", "C", "C", "N", "C", "O", "C", "C", "C", "C", "C", "N", "C", "C", "C", "Cl", "N", "C", "O", "C", "C", "C", "C", "C", "N", "H", "H", "H", "H", "H", "H", "H", "H", "H", "H", "N", "C", "N", "S", "H", "H", "H", "H", "C", "C", "C", "C", "C", "O", "C", "C", "C", "C", "C", "C", "Cl", "C", "C", "C", "N", "C", "N", "C", "N", "H", "H", "H", "H", "H", "H", "H", "H", "H", "H", "H", "H", "H", "H", "H", "H", "H", "H", "H", "H", "H", "H"], "coordinates": [[0.139, 0.269, 0.064], [3.798, -2.829, 4.869], [2.585, -1.939, 4.040], [2.699, -1.756, 2.693], [1.699, -1.017, 1.998], [1.689, -0.764, 0.692], [2.703, -1.059, -0.308], [3.815, -1.497, 0.012], [2.272, -0.702, -1.611], [3.070, -0.981, -2.751], [2.643, -0.616, -3.988], [1.392, 0.053, -4.133], [0.664, 0.319, -3.012], [1.065, -0.012, -1.766], [0.571, -0.484, 2.736], [0.479, -0.684, 4.093], [1.477, -1.405, 4.747], [1.333, -1.637, 6.429], [-0.349, 0.213, 1.943], [-1.493, 0.846, 2.354], [-1.930, 0.915, 3.478], [-2.213, 1.504, 1.183], [-3.386, 2.190, 1.396], [-4.017, 2.784, 0.311], [-3.447, 2.666, -0.943], [-2.264, 1.958, -1.078], [-1.659, 1.385, -0.038], [3.533, -2.163, 2.145], [4.005, -1.501, -2.594], [3.242, -0.841, -4.861], [1.018, 0.350, -5.101], [-0.285, 0.833, -3.086], [-0.356, -0.285, 4.649], [-3.773, 2.246, 2.405], [-4.938, 3.335, 0.446], [-3.902, 3.117, -1.814], [-1.778, 1.854, -2.037], [3.546, 2.195, -1.318], [3.017, 2.094, -0.104], [3.773, 1.605, 0.876], [1.408, 2.614, 0.184], [4.486, 1.899, -1.526], [2.966, 2.533, -2.068], [4.657, 1.153, 0.700], [3.376, 1.536, 1.797], [-3.049, -4.495, 1.492], [-4.317, -4.982, 0.772], [-5.460, -4.014, 1.104], [-4.670, -6.352, 1.366], [-4.127, -5.118, -0.778], [-5.379, -5.429, -1.400], [-3.051, -6.155, -1.175], [-3.558, -7.570, -1.490], [-2.409, -8.459, -1.899], [-1.542, -8.978, -0.942], [-0.454, -9.757, -1.304], [-0.227, -10.018, -2.645], [1.136, -10.990, -3.110], [-1.075, -9.519, -3.618], [-2.161, -8.742, -3.237], [-3.862, -3.782, -1.502], [-2.595, -3.112, -1.250], [-2.412, -1.923, -0.685], [-1.122, -1.647, -0.626], [-0.544, -2.740, -1.202], [-1.404, -3.644, -1.601], [-3.148, -4.693, 2.561], [-2.903, -3.421, 1.388], [-2.142, -4.999, 1.151], [-5.658, -4.040, 2.178], [-6.380, -4.276, 0.582], [-5.209, -2.980, 0.854], [-4.892, -6.237, 2.428], [-3.844, -7.058, 1.279], [-5.556, -6.798, 0.907], [-5.694, -6.278, -1.070], [-2.285, -6.214, -0.401], [-2.530, -5.805, -2.069], [-4.278, -7.521, -2.308], [-4.065, -8.017, -0.633], [-1.723, -8.782, 0.110], [0.211, -10.166, -0.556], [-0.889, -9.740, -4.660], [-2.828, -8.354, -3.998], [-4.645, -3.071, -1.251], [-3.927, -3.987, -2.569], [-3.218, -1.304, -0.321], [0.521, -2.850, -1.339]], "e_homo_ev": [-8.418, -10.429], "lumo_ev": [-3.124, -5.546], "total_energy_ev": -107838.7986, "multiplicity": 5, "charge": 1}


Values for maximum force, hartree/bohr, ordered as above
0.0943, 0.0117, 0.0094, 0.0963, 0.0949, 0.0082